C43H50N8O4PRu as an isolated structure. Source: the Open Molecules 2025 dataset; level of theory: ωB97M-V/def2-TZVPD.

Output
- HOMO-LUMO gap (spin up / spin down): 7.101 / 6.862 eV
- HOMO level (spin up / spin down): -12.4024 / -12.4005 eV
- Expectation value of S²: 0.756
- Total charge: +2
- Multiplicity: 2

Element x y z (Å)
Ru: -0.19019 0.53893 0.70803
P: 0.69412 -1.05296 2.20130
O: 0.52929 2.71538 0.09063
O: 1.76407 0.42538 -0.00983
O: 3.14637 -1.16575 -0.71307
O: -0.53881 1.13359 -1.52378
N: -1.91391 -2.60723 -1.49434
N: -1.87166 -1.50937 -0.85326
N: 1.95197 2.92494 -2.13916
N: -2.29630 0.80610 0.86053
N: -0.60140 -1.23638 -0.48819
N: -0.66090 -3.07367 -1.57696
N: -0.25329 1.72691 2.52238
N: 0.51658 0.32249 -4.46941
C: -0.76572 -4.43588 -3.68580
C: 1.49960 0.13521 -3.39751
C: -1.60636 1.29569 -2.16148
C: 0.57617 2.63641 2.88998
C: -1.67104 1.28316 -3.60904
C: 0.19572 -1.46849 4.91847
C: 2.78004 3.59362 -1.39455
C: 0.74724 -3.82752 2.46704
C: -0.69829 0.82818 -4.52366
C: 1.75464 0.29490 4.42461
C: -3.98283 1.89215 -2.18057
C: 0.18947 -5.09697 2.47275
C: -0.31973 -4.34667 -2.22448
C: -5.28084 2.46292 -4.27188
C: 1.86717 0.57056 5.77736
C: 0.31200 -1.19189 6.27196
C: -2.25725 -4.70512 -3.85571
C: 1.14166 -0.16870 6.70300
C: 2.47343 -0.64348 0.15743
C: 2.66642 3.88622 2.75656
C: -1.39889 -2.89233 1.91882
C: 4.83146 5.19197 2.80185
C: -1.95667 -4.16147 1.92834
C: -4.02193 2.03438 -3.57490
C: -3.06628 0.50162 2.08971
C: 2.63688 3.79016 -0.00551
C: -2.88133 1.69146 -4.24693
C: 2.40381 -1.21497 1.56684
C: 1.63458 3.21170 2.11752
C: 2.26590 2.55339 -3.50984
C: -1.29060 1.47756 3.56126
C: 3.67719 4.42849 0.69248
C: 1.53361 3.19778 0.69427
C: -1.16083 -5.26682 2.19744
C: 0.90929 -0.72469 3.98008
C: 3.71265 4.50750 2.06917
C: -0.04043 -2.71506 2.17341
C: 0.14511 -2.21473 -0.96406
C: -2.85196 1.51433 -1.47707
C: -0.31350 -3.21298 -4.47441
C: -3.05327 1.27064 -0.07024
C: 2.67094 1.08670 -3.61183
C: -2.19583 0.30083 3.30071
H: 1.12766 2.53640 -1.65727
H: -0.74435 -5.14563 -1.61709
H: -3.66139 -0.39371 1.89233
H: 1.39776 2.77011 -4.13515
H: 5.61934 4.48597 3.06929
H: 0.46305 3.02913 3.90312
H: -3.01255 -4.28513 1.72747
H: -5.98990 1.63727 -4.34945
H: -3.75992 1.32456 2.28210
H: 1.21636 -2.31730 -0.89073
H: -2.56849 -5.57662 -3.27932
H: -0.22517 -5.30739 -4.06878
H: 1.79650 -3.71881 2.70986
H: 1.23403 0.04625 7.75881
H: 3.02864 -0.56842 2.18447
H: -0.78023 1.34434 4.51797
H: -5.07028 2.81841 -5.27906
H: 2.65798 3.93023 3.84187
H: 0.81124 -5.95248 2.69842
H: 0.76755 -4.40978 -2.16401
H: -0.43995 -2.28572 4.59941
H: -4.89690 2.07232 -1.62370
H: 2.52907 1.35827 6.11208
H: 0.75725 -3.02890 -4.35098
H: -2.47689 -4.90666 -4.90380
H: 3.66814 3.98431 -1.88451
H: 0.88146 0.07328 -5.37936
H: -1.04800 0.86681 -5.55127
H: 5.28015 5.97447 2.19212
H: -0.23780 -1.78552 6.98945
H: -0.86126 -2.32218 -4.15532
H: -4.08939 1.45719 0.21837
H: 4.48190 4.87222 0.11506
H: -1.90133 2.38154 3.62855
H: 3.43467 0.85532 -2.86729
H: -5.77148 3.27162 -3.73127
H: 4.47351 5.65391 3.72138
H: 3.07703 3.19585 -3.85240
H: -1.64218 -0.63239 3.22682
H: 1.84751 -0.89791 -3.44743
H: -0.51037 -3.35672 -5.53626
H: -2.88828 1.72630 -5.33105
H: -2.02972 -2.04077 1.69812
H: -2.86040 -3.85500 -3.53967
H: 2.31748 0.89732 3.72383
H: 1.02182 0.30145 -2.44016
H: 3.11733 0.91533 -4.59524
H: -2.84311 0.18693 4.17342
H: -1.59496 -6.25736 2.20815
H: 2.80950 -2.22084 1.63159

Force components x, y, z for each atom (eV/Å):
0.048 -0.204 -0.274
0.109 0.074 0.132
-0.055 -0.008 0.054
-0.396 -0.026 0.063
0.008 0.000 -0.008
0.168 -0.082 0.118
-0.060 -0.165 -0.058
-0.029 0.062 0.141
0.058 0.051 0.081
-0.017 0.052 -0.080
0.078 0.113 -0.090
0.036 0.125 0.048
-0.037 0.155 -0.076
-0.182 0.055 -0.049
0.044 -0.089 0.031
0.021 -0.026 0.067
-0.139 0.110 -0.050
-0.157 -0.083 -0.044
-0.016 -0.011 0.076
0.023 -0.091 -0.047
-0.102 -0.017 -0.029
0.036 -0.028 -0.005
0.125 -0.070 0.008
-0.010 -0.065 0.005
0.122 -0.049 0.033
-0.013 -0.009 -0.012
0.043 0.005 -0.061
-0.038 0.025 -0.052
0.025 -0.012 -0.045
0.022 0.012 0.049
0.000 0.010 -0.006
-0.013 0.000 0.020
0.165 -0.090 0.031
-0.038 -0.012 -0.091
-0.032 0.005 -0.046
0.030 0.040 0.029
0.000 -0.032 0.003
0.107 -0.029 -0.049
0.040 0.016 0.008
-0.031 -0.107 0.066
-0.039 0.048 0.057
-0.074 0.103 0.038
0.062 0.086 -0.126
0.027 0.036 -0.050
0.059 -0.006 -0.008
-0.021 0.039 0.059
0.206 0.101 0.084
0.001 0.030 0.029
-0.046 0.030 0.000
-0.026 -0.018 -0.062
0.004 0.031 -0.072
-0.031 0.023 0.085
-0.037 -0.002 -0.175
0.012 0.029 -0.008
0.077 -0.033 0.177
-0.016 -0.023 -0.020
-0.041 -0.049 0.032
0.010 0.005 0.015
-0.039 -0.004 -0.035
-0.002 -0.006 0.053
0.003 0.001 0.005
0.007 0.001 0.010
-0.001 -0.021 0.002
-0.006 -0.006 -0.006
-0.011 0.004 0.008
-0.014 -0.024 -0.030
0.023 -0.017 -0.031
-0.012 -0.010 0.011
-0.007 0.017 0.001
-0.003 0.014 -0.006
0.002 0.001 0.011
0.040 0.023 0.063
-0.045 0.013 0.001
-0.005 -0.016 -0.007
0.000 0.000 0.024
0.000 -0.013 0.012
-0.022 -0.014 0.041
-0.017 0.055 0.024
-0.010 0.013 0.019
0.010 0.007 0.004
0.008 0.001 -0.014
-0.011 0.002 -0.007
0.010 -0.008 -0.009
-0.012 0.020 -0.002
0.005 0.007 0.001
0.009 -0.008 -0.005
-0.014 0.002 0.005
-0.007 0.024 0.007
0.008 -0.019 0.040
0.024 -0.002 0.003
-0.019 -0.015 0.020
-0.009 -0.012 0.008
-0.005 0.004 0.000
0.005 -0.002 0.005
-0.006 -0.019 -0.005
0.012 0.073 0.034
-0.005 0.022 0.029
0.005 0.002 -0.006
-0.023 -0.008 -0.019
0.036 -0.032 -0.040
-0.003 0.010 0.008
0.081 -0.053 -0.082
0.022 -0.025 -0.016
0.001 0.008 -0.011
-0.019 -0.007 -0.014
-0.002 -0.012 -0.007
-0.053 -0.011 -0.039